Computed, not measured: a structure of composition C34H60Br2FINO7 at a distorted geometry, with ωB97M-V/def2-TZVPD.

XYZ file:
```
106
Properties=species:S:1:pos:R:3:forces:R:3
C 5.06852 -0.98655 3.15032 -0.298 -0.014 -0.195
C 5.05810 -0.29397 1.79110 0.499 0.214 0.255
C 6.39064 -0.47264 1.03975 -0.366 -0.261 -0.016
C 6.27430 -0.55167 -0.49481 0.398 0.044 0.123
C 6.90008 0.62671 -1.23889 -0.296 0.223 0.044
C 6.25795 1.96775 -0.87479 -0.017 0.135 -0.252
C 4.93514 2.22567 -1.62728 -0.190 -0.172 0.645
C 3.74634 2.40876 -0.67395 0.182 0.183 0.023
C 3.57906 3.83989 -0.16878 -0.104 -0.115 -0.233
C 2.27828 4.05448 0.59563 0.165 -0.185 0.138
C 2.14980 3.22151 1.89115 0.068 0.453 0.073
C 0.81798 2.47774 2.01544 0.286 0.053 0.055
C 0.86658 1.09260 1.34492 -0.220 0.413 -0.085
C -0.26355 0.89977 0.34157 0.144 0.121 -0.355
C -0.15209 -0.47045 -0.33357 -0.024 0.615 0.286
C -1.22460 -1.09653 -1.26767 0.055 -1.515 0.566
C -0.49909 -1.75558 -2.47602 0.353 0.274 -0.150
C -0.92788 -3.19121 -2.70970 -0.324 -0.560 -0.399
O -1.78500 -3.55997 -3.44541 -0.020 0.077 0.278
O -0.18352 -4.08525 -1.95539 0.034 0.548 0.224
C 1.05728 -4.41607 -2.50833 0.178 -0.402 -0.334
C 2.19539 -4.25057 -1.56578 0.087 -0.284 0.520
O 1.14425 -4.78942 -3.63178 -0.071 0.244 -0.143
O -1.75471 -2.21934 -0.52540 -0.327 0.511 0.330
C -3.19131 -2.26355 -0.53417 0.777 -0.300 -0.335
C -3.68866 -3.27603 0.52872 0.458 -0.045 0.247
Br -5.36591 -2.74305 1.33916 -0.110 0.003 -0.057
C -2.54979 -3.76218 1.48402 -0.256 -0.410 -0.268
C -2.05394 -5.12035 0.98880 -0.310 0.091 0.252
Br -3.04742 -3.97639 3.34813 0.020 0.227 0.053
C -3.60991 -0.78179 -0.58488 -0.694 -0.840 -0.326
C -3.66673 -0.00876 0.71426 0.460 0.257 0.511
C -2.81182 -0.47400 1.90685 -0.172 0.177 -0.081
C -2.59183 0.70496 2.83027 -0.321 0.209 0.142
O -3.35001 1.63268 2.88951 0.215 -0.022 -0.114
O -1.51388 0.64687 3.62560 0.041 -0.049 0.084
O -4.77123 -0.72238 -1.35747 -0.141 0.178 0.955
C -5.95996 -0.03048 -0.94380 -0.391 0.576 -0.156
C -5.91333 1.49738 -1.04945 -0.428 -0.507 0.129
C -7.02062 2.11584 -0.17514 0.297 0.358 0.308
C -6.49804 2.81554 1.09948 0.105 -0.056 -0.092
N -2.49237 -0.31638 -1.58458 -0.101 1.009 -1.190
I -3.31555 -0.74840 -3.58727 0.322 -0.363 -0.442
C -2.38141 1.18623 -1.76834 0.194 0.301 0.118
C -1.23754 1.65245 -2.67354 -0.065 0.315 0.093
F -1.76674 2.25260 -3.80096 0.078 -0.224 -0.005
H 5.96226 -0.71215 3.70599 0.054 -0.045 0.105
H 5.03812 -2.06932 3.03122 0.167 -0.078 0.039
H 4.19628 -0.70638 3.74125 -0.001 0.043 0.084
H 4.91344 0.77312 1.97587 -0.265 0.067 -0.187
H 4.23026 -0.65772 1.18068 -0.117 0.008 -0.016
H 6.84766 -1.39408 1.40246 0.078 -0.044 0.003
H 7.05979 0.33659 1.33095 0.145 0.006 -0.004
H 6.78686 -1.45569 -0.82462 -0.125 -0.097 -0.131
H 5.22471 -0.65416 -0.78060 -0.093 -0.009 -0.050
H 6.76451 0.47064 -2.31093 0.197 -0.020 -0.096
H 7.97231 0.66300 -1.04749 0.064 -0.085 0.070
H 6.07361 1.99344 0.20064 0.023 0.078 0.103
H 6.94908 2.78441 -1.07952 0.113 -0.021 -0.006
H 5.03355 3.11740 -2.24346 -0.057 -0.071 -0.275
H 4.71683 1.36688 -2.26264 0.087 0.046 -0.238
H 2.80593 2.11872 -1.15706 -0.024 -0.042 -0.107
H 3.90614 1.73461 0.16769 -0.191 -0.155 0.048
H 4.42697 4.14694 0.44669 0.110 -0.068 0.032
H 3.58502 4.48206 -1.05257 0.007 0.186 0.051
H 1.43915 3.82852 -0.06995 -0.037 -0.029 -0.082
H 2.19418 5.11009 0.85130 -0.121 0.070 -0.054
H 2.26816 3.90268 2.73374 -0.046 -0.025 0.093
H 2.98163 2.52061 1.97249 0.007 -0.123 0.014
H 0.53909 2.39459 3.06347 -0.084 -0.122 0.025
H 0.05335 3.09784 1.54220 -0.164 -0.025 0.045
H 0.86581 0.30058 2.09482 0.097 -0.127 0.020
H 1.80030 1.03661 0.78453 0.115 -0.302 0.067
H -1.22969 1.11867 0.78592 -0.044 -0.156 0.173
H -0.09881 1.67127 -0.40728 -0.091 0.148 -0.044
H -0.02978 -1.20869 0.45950 -0.042 -0.205 -0.079
H 0.80994 -0.45205 -0.84228 -0.036 0.011 -0.189
H -0.55619 -1.18457 -3.39748 -0.200 -0.022 -0.055
H 0.55893 -1.81565 -2.23412 0.023 0.134 0.142
H 2.85586 -5.10822 -1.65714 0.095 0.006 -0.096
H 2.76301 -3.36255 -1.84079 0.007 0.069 -0.061
H 1.86930 -4.16547 -0.53335 -0.067 0.071 0.024
H -3.45800 -2.70841 -1.49457 -0.425 0.237 -0.095
H -3.98030 -4.16487 -0.01645 -0.133 0.027 -0.123
H -1.73206 -3.06178 1.44613 0.042 0.152 0.332
H -1.38371 -5.55780 1.72208 0.268 0.016 -0.121
H -2.90227 -5.79865 0.90048 -0.007 -0.077 -0.070
H -1.56855 -5.01951 0.02069 0.088 -0.016 -0.083
H -4.68534 -0.03227 1.08153 -0.132 -0.027 -0.178
H -3.47149 1.04784 0.55924 -0.006 0.020 -0.125
H -3.39603 -1.18007 2.49770 0.142 -0.253 0.015
H -1.86305 -0.93617 1.65400 0.016 -0.081 -0.148
H -1.01958 -0.16456 3.46107 0.045 -0.044 0.109
H -6.28640 -0.33187 0.04833 0.246 -0.203 0.119
H -6.72249 -0.39024 -1.63115 0.038 -0.203 -0.030
H -4.94573 1.86053 -0.71710 0.086 0.203 -0.138
H -6.09037 1.76633 -2.08894 0.348 0.117 -0.119
H -7.56795 2.84380 -0.76693 -0.164 -0.070 -0.057
H -7.72492 1.34578 0.13696 -0.169 -0.072 -0.235
H -6.90828 2.37695 2.00515 -0.047 0.000 0.070
H -5.41350 2.75476 1.18331 0.079 -0.055 0.041
H -6.74584 3.87393 1.10340 -0.077 0.045 0.019
H -2.33274 1.72053 -0.83080 0.164 -0.339 0.302
H -3.30257 1.50109 -2.24504 -0.098 0.053 0.071
H -0.55098 0.86260 -2.97071 -0.058 -0.076 -0.108
H -0.65672 2.41304 -2.15614 0.001 0.085 -0.035
```
Forces are in eV/Å.

Summary:
Electronic energy ... -7458.216012 a.u.
Orbital gap ... 7.541 eV
Charge ... +1
Lowest unoccupied orbital energy ... -5.1 eV
2S+1 ... 1
Strongest force on any atom ... 0.0315 hartree/bohr
HOMO level ... -12.626 eV

These are the Löwdin partial charges, in e, on atoms 1 to 99: number 1, C, carries -0.113; number 2, C, carries -0.280; number 3, C, carries -0.206; number 4, C, carries -0.204; number 5, C, carries -0.213; number 6, C, carries -0.196; number 7, C, carries -0.186; number 8, C, carries -0.227; number 9, C, carries -0.206; number 10, C, carries -0.196; number 11, C, carries -0.189; number 12, C, carries -0.183; number 13, C, carries -0.178; number 14, C, carries -0.192; number 15, C, carries -0.057; number 16, C, carries -0.347; number 17, C, carries -0.043; number 18, C, carries -0.456; number 19, O, carries 0.132; number 20, O, carries 0.058; number 21, C, carries -0.485; number 22, C, carries 0.034; number 23, O, carries 0.186; number 24, O, carries -0.092; number 25, C, carries -0.233; number 26, C, carries -0.589; number 27, Br, carries 0.863; number 28, C, carries -0.759; number 29, C, carries -0.128; number 30, Br, carries 0.730; number 31, C, carries -0.396; number 32, C, carries -0.096; number 33, C, carries -0.087; number 34, C, carries -0.522; number 35, O, carries 0.140; number 36, O, carries 0.137; number 37, O, carries -0.252; number 38, C, carries -0.182; number 39, C, carries -0.169; number 40, C, carries -0.219; number 41, C, carries -0.079; number 42, N, carries -0.198; number 43, I, carries 1.459; number 44, C, carries -0.203; number 45, C, carries -0.195; number 46, F, carries -0.044; number 47, H, carries 0.078; number 48, H, carries 0.073; number 49, H, carries 0.064; number 50, H, carries 0.086; number 51, H, carries 0.092; number 52, H, carries 0.105; number 53, H, carries 0.113; number 54, H, carries 0.105; number 55, H, carries 0.095; number 56, H, carries 0.107; number 57, H, carries 0.112; number 58, H, carries 0.094; number 59, H, carries 0.110; number 60, H, carries 0.107; number 61, H, carries 0.101; number 62, H, carries 0.104; number 63, H, carries 0.069; number 64, H, carries 0.123; number 65, H, carries 0.113; number 66, H, carries 0.098; number 67, H, carries 0.111; number 68, H, carries 0.112; number 69, H, carries 0.094; number 70, H, carries 0.106; number 71, H, carries 0.113; number 72, H, carries 0.112; number 73, H, carries 0.094; number 74, H, carries 0.088; number 75, H, carries 0.090; number 76, H, carries 0.132; number 77, H, carries 0.124; number 78, H, carries 0.086; number 79, H, carries 0.122; number 80, H, carries 0.101; number 81, H, carries 0.098; number 82, H, carries 0.089; number 83, H, carries 0.124; number 84, H, carries 0.084; number 85, H, carries 0.060; number 86, H, carries 0.071; number 87, H, carries 0.089; number 88, H, carries 0.074; number 89, H, carries 0.097; number 90, H, carries 0.099; number 91, H, carries 0.077; number 92, H, carries 0.100; number 93, H, carries 0.114; number 94, H, carries 0.081; number 95, H, carries 0.143; number 96, H, carries 0.081; number 97, H, carries 0.117; number 98, H, carries 0.105; number 99, H, carries 0.105